Formula: C36H42N3
Source: the OMol25 dataset
Level of theory: wB97M-V/def2-TZVPD

The calculation puts the frontier orbital gap at 0.1826 hartree. Its energy above the lowest of the compared OMol25 structures with the same formula, charge and spin is 47.7 kcal per mole.

Geometry as ORCA input:
```
! wB97M-V def2-TZVPD RIJCOSX def2/J DEFGRID3
* xyz 1 1
C -4.3884 6.1341 -2.6289
N -3.6113 4.9549 -2.9659
C -2.5960 5.2035 -3.9723
C -3.5302 3.8792 -2.0680
C -4.3810 2.7519 -2.2179
C -4.4147 1.7468 -1.2683
C -3.5841 1.7843 -0.1136
C -3.5865 0.7338 0.8677
C -2.5012 0.5244 1.7191
C -2.3332 -0.5403 2.6011
C -1.2882 -0.5842 3.5797
C -1.0566 -1.7420 4.3753
C -0.1059 -1.7578 5.3761
C 0.7022 -0.6202 5.6399
N 1.6077 -0.6265 6.7052
C 3.0011 -0.9922 6.5547
C 1.2733 -0.1088 8.0168
C 0.5293 0.5179 4.8128
C -0.4317 0.5309 3.8178
C -2.7223 2.9135 0.0124
C -2.6648 3.9068 -0.9484
H -5.2444 5.8413 -2.0097
H -3.7804 6.8784 -2.0868
H -4.7414 6.5953 -3.5601
H -2.1905 4.2497 -4.3303
H -3.0627 5.7445 -4.8063
H -1.7780 5.8326 -3.5839
H -5.0072 2.7151 -3.1124
H -5.0854 0.8945 -1.3964
H -4.4239 0.0357 0.8993
H -1.6883 1.2508 1.6613
H -3.0258 -1.3865 2.5335
H -1.6575 -2.6300 4.1821
H 0.0468 -2.6400 6.0013
H 3.1224 -1.6045 5.6531
H 3.6401 -0.0964 6.4873
H 3.3135 -1.5596 7.4429
H 0.1851 -0.1003 8.1516
H 1.7359 -0.7492 8.7795
H 1.6711 0.9080 8.1607
H 1.1592 1.3932 4.9811
H -0.5422 1.4302 3.2148
H -2.1033 3.0191 0.9041
H -1.9630 4.7370 -0.8360
C -8.6978 -6.0438 4.1370
C -9.4321 -5.7022 2.9956
C -9.0735 -4.5773 2.2515
C -7.9983 -3.7751 2.6495
C -7.6555 -2.5547 1.7893
C -6.7919 -2.9080 0.5748
C -7.0327 -2.2748 -0.6515
C -6.1696 -2.4667 -1.7320
C -5.1134 -3.3794 -1.6203
C -4.9044 -4.0602 -0.4170
C -5.7385 -3.8190 0.6817
C -6.9780 -1.3992 2.5576
C -7.8042 -0.7666 3.7072
C -7.5741 0.7583 3.5892
C -6.7946 0.9816 2.2750
N -6.6232 -0.3140 1.7166
C -7.2727 -4.1100 3.7951
C -7.6202 -5.2503 4.5336
H -8.9670 -6.9266 4.7182
H -10.2786 -6.3103 2.6779
H -9.6292 -4.3040 1.3513
H -8.6137 -2.1470 1.4210
H -7.9020 -1.6182 -0.7413
H -6.3384 -1.9074 -2.6547
H -4.4640 -3.5658 -2.4776
H -4.0958 -4.7878 -0.3254
H -5.5704 -4.3387 1.6263
H -6.0479 -1.8068 3.0003
H -8.8700 -1.0013 3.5733
H -7.4740 -1.1576 4.6790
H -8.5352 1.2791 3.5231
H -7.0187 1.1565 4.4449
H -7.3303 1.6856 1.6127
H -5.8033 1.4250 2.4541
H -6.2593 -0.4391 0.7832
H -6.4276 -3.4900 4.1047
H -7.0336 -5.5010 5.4177
*
```

Formula: C22H56O14
Source: the OMol25 dataset
Level of theory: wB97M-V/def2-TZVPD

The calculation puts the frontier orbital gap at 0.3630 hartree. Its energy above the lowest of the compared OMol25 structures with the same formula, charge and spin is 0.0 kcal per mole. The structure (SMILES) is CCOC(C)=O.CCOC(C)=O.CCOC(C)=O.CCOC(C)=O.CO.CO.CO.CO.CO.CO.

Geometry as ORCA input:
```
! wB97M-V def2-TZVPD RIJCOSX def2/J DEFGRID3
* xyz 0 1
C -0.2187 -0.3983 -4.4463
C 1.1668 -0.4694 -3.9157
O 2.1679 -0.5333 -4.9868
C 3.5425 -0.4907 -4.6178
C 4.5131 -0.6937 -5.7961
O 3.9258 -0.2998 -3.4838
H -0.4753 -1.2613 -5.0607
H -0.2875 0.4157 -5.1680
H -0.9504 -0.1930 -3.6650
H 1.3190 0.4009 -3.2773
H 1.3095 -1.3102 -3.2369
H 5.3972 -0.0631 -5.7019
H 4.0457 -0.4067 -6.7381
H 4.8485 -1.7249 -5.9070
C 1.5187 -6.2329 1.5539
C 0.9674 -5.2855 0.4847
O 1.8179 -4.1894 0.4036
C 1.7451 -3.3559 -0.6517
C 2.7906 -2.2407 -0.6376
O 0.9572 -3.4721 -1.6170
H 2.5645 -6.4802 1.3715
H 0.9457 -7.1599 1.5755
H 1.4703 -5.6967 2.5016
H 1.0036 -5.7924 -0.4795
H -0.0340 -4.8982 0.6728
H 2.5915 -1.6244 0.2391
H 2.7120 -1.6386 -1.5428
H 3.8321 -2.5617 -0.6554
C -4.6454 0.9950 1.1947
C -4.4746 2.5234 1.1436
O -5.7137 3.1541 0.9493
C -6.0787 3.6033 -0.2288
C -7.3630 4.3326 -0.1973
O -5.4296 3.5546 -1.2648
H -3.6974 0.4617 1.1244
H -5.1454 0.6310 0.2972
H -5.1241 0.6363 2.1058
H -4.0986 2.8896 2.0989
H -3.8118 2.8894 0.3594
H -7.8576 4.2983 0.7734
H -7.9178 3.7918 -0.9640
H -7.2016 5.3799 -0.4529
C 3.7421 0.6592 5.7621
C 4.0101 0.2587 4.3084
O 3.2827 -0.9535 4.1070
C 2.3372 -1.0679 3.0941
C 1.6255 -2.3663 3.1205
O 2.0447 -0.1660 2.3008
H 2.6971 0.9207 5.9284
H 4.2520 1.5731 6.0670
H 3.9085 -0.0984 6.5280
H 3.7490 1.0561 3.6126
H 5.0758 0.0589 4.1975
H 0.7899 -2.3700 2.4206
H 1.3114 -2.5455 4.1488
H 2.3147 -3.1286 2.7571
C 3.6498 1.8504 0.3338
O 4.5335 2.9148 0.1671
H 4.0986 0.8762 0.1398
H 3.4771 1.6901 1.3981
H 2.6751 1.9072 -0.1508
H 4.2544 3.6037 0.7747
C -3.6944 1.0885 -2.5320
O -3.3306 -0.0880 -1.8298
H -3.5791 1.8994 -1.8128
H -2.9835 1.2585 -3.3406
H -4.7118 1.0138 -2.9160
H -4.1404 -0.5176 -1.5447
C -2.7755 -3.0260 1.2963
O -4.0530 -3.1418 1.8037
H -2.0769 -3.4092 2.0400
H -2.6140 -3.5592 0.3594
H -2.4606 -1.9837 1.2463
H -4.1051 -2.5338 2.5448
C 0.3673 3.6746 -2.2524
O 0.5004 3.0721 -0.9934
H 1.3392 4.1124 -2.4801
H 0.0798 3.0631 -3.1077
H -0.3466 4.4953 -2.1829
H 0.0372 2.2329 -1.0468
C 0.4352 2.4510 2.3697
O -0.4377 3.3938 1.6750
H 0.6323 2.6826 3.4164
H 0.0613 1.4272 2.3822
H 1.3643 2.5709 1.8124
H -0.2668 3.3461 0.7316
C -0.3431 -0.0620 0.0713
O -0.9802 0.7482 -0.8543
H -0.8337 -0.0014 1.0428
H -0.3441 -1.1095 -0.2302
H 0.6859 0.2820 0.1754
H -1.8825 0.4628 -1.0157
*
```

Formula: C5H8O
Source: the OMol25 dataset
Level of theory: wB97M-V/def2-TZVPD

The calculation puts the frontier orbital gap (alpha / beta) at 0.2862 / 0.2625 hartree. Its energy above the lowest of the compared OMol25 structures with the same formula, charge and spin is 123.7 kcal per mole.

Geometry as ORCA input:
```
! wB97M-V def2-TZVPD RIJCOSX def2/J DEFGRID3
* xyz 0 1
C 1.0455 0.5242 -0.5113
C 0.0287 1.2337 0.3594
C -1.2838 0.9284 0.1732
C -0.5768 -1.2047 -0.0865
C 0.8482 -0.8462 0.1674
O 1.2735 -0.8132 1.3834
H 0.7774 0.5706 -1.5756
H 2.0663 0.8779 -0.3611
H 0.3653 1.8250 1.2044
H -2.0392 1.2210 0.8968
H -1.6612 0.6536 -0.8111
H -1.1043 -1.7661 0.6863
H -0.8976 -1.3924 -1.1131
H 1.1580 -1.8121 -0.4120
*
```

Formula: C7H10FNS3
Source: the OMol25 dataset
Level of theory: wB97M-V/def2-TZVPD

The calculation puts the frontier orbital gap at 0.2406 hartree.

Geometry as ORCA input:
```
! wB97M-V def2-TZVPD RIJCOSX def2/J DEFGRID3
* xyz 0 1
C 1.1327 2.4027 0.7245
C 0.7235 0.9755 0.4774
C 0.5470 0.0971 1.6469
C 0.7248 0.4783 2.9137
C -1.5543 0.4417 -1.8027
C 0.2503 -1.7594 -1.8492
C -0.2226 -2.9327 -2.2541
H 0.3903 2.9044 1.3541
H 1.2333 2.9408 -0.2201
H 2.0904 2.4367 1.2573
H 0.2527 -0.9251 1.4191
H 1.0199 1.4885 3.1864
H 0.5785 -0.2207 3.7314
H -2.1742 -0.3149 1.5033
H -2.0347 1.1896 -2.4352
H 0.9821 -1.7013 -1.0515
H -0.9435 -3.0769 -3.0543
N -2.0306 0.3170 -0.6360
F 0.1658 -4.0752 -1.6883
S 0.4767 0.3943 -1.0254
S -1.3889 -0.7670 0.5156
S -0.2194 -0.2936 -2.7127
*
```

Formula: C2H4I2S
Source: the OMol25 dataset
Level of theory: wB97M-V/def2-TZVPD

The calculation puts the frontier orbital gap (alpha / beta) at 0.2635 / 0.2734 hartree. Its energy above the lowest of the compared OMol25 structures with the same formula, charge and spin is 13.1 kcal per mole.

Geometry as ORCA input:
```
! wB97M-V def2-TZVPD RIJCOSX def2/J DEFGRID3
* xyz 0 3
C 0.0137 0.6964 -0.5171
C 1.5461 -0.9017 0.8653
S 0.6277 -1.5492 2.2634
I 3.2200 0.4299 1.4359
I 2.2733 -2.3739 -0.5140
H -0.2823 0.3823 -1.5223
H -0.6288 0.5834 0.3798
H 0.8525 1.4788 -0.3393
H -0.2952 -1.9234 1.3070
*
```

Formula: CHCeF3NO4S2
Source: the OMol25 dataset
Level of theory: wB97M-V/def2-TZVPD

The calculation puts the frontier orbital gap (alpha / beta) at 0.3173 / 0.3166 hartree. Its energy above the lowest of the compared OMol25 structures with the same formula, charge and spin is 0.0 kcal per mole.

Geometry as ORCA input:
```
! wB97M-V def2-TZVPD RIJCOSX def2/J DEFGRID3
* xyz 2 2
N 0.4874 -1.2014 0.5541
S 1.8618 -0.9311 -0.0315
O 2.7790 -2.0197 -0.0918
O 2.1534 0.3266 -0.6999
S -0.6979 -0.0379 0.7621
O -0.3750 1.2104 0.0502
O -1.0537 0.0144 2.1517
C -2.0988 -0.8158 -0.2374
F -1.7219 -0.9035 -1.4863
F -2.3599 -1.9929 0.2644
F -3.1234 -0.0105 -0.1118
H 2.7993 3.7018 -0.1492
Ce 1.3497 2.6595 -0.9747
*
```

Formula: C8H10ClNO2Re
Source: the OMol25 dataset
Level of theory: wB97M-V/def2-TZVPD

The calculation puts the frontier orbital gap (alpha / beta) at 0.3629 / 0.2571 hartree.

Geometry as ORCA input:
```
! wB97M-V def2-TZVPD RIJCOSX def2/J DEFGRID3
* xyz 2 4
Cl -1.8711 3.2484 -1.2924
C -0.7809 -1.7391 -0.3486
C 0.6479 -1.9047 -0.1614
C 1.3132 -0.8535 -0.8938
H 1.1381 -2.6448 0.4621
C 0.3022 -0.0052 -1.4947
C -0.9848 -0.5779 -1.1917
H -1.9119 -0.1248 -1.5113
H -1.5607 -2.3365 0.1127
H 2.3751 -0.6669 -0.9820
C 0.5629 1.0992 -2.4692
Re 0.0537 0.0503 0.5885
C 1.6142 1.0304 1.3430
O 2.4987 1.5652 1.8811
C -1.3578 1.4292 1.0995
O -2.1361 2.1865 1.4959
H 1.5191 1.5846 -2.2719
H -0.2309 1.8580 -2.4001
H 0.5760 0.6448 -3.4612
N -0.3867 -0.8406 2.6208
H -1.3048 -1.2972 2.6434
H -0.3735 -0.1435 3.3566
H 0.2983 -1.5621 2.8749
*
```

Formula: C27H41F9OP2Y
Source: the OMol25 dataset
Level of theory: wB97M-V/def2-TZVPD

The calculation puts the frontier orbital gap (alpha / beta) at 0.1795 / 0.1206 hartree. Its energy above the lowest of the compared OMol25 structures with the same formula, charge and spin is 193.9 kcal per mole.

Geometry as ORCA input:
```
! wB97M-V def2-TZVPD RIJCOSX def2/J DEFGRID3
* xyz 1 1
Y 0.0398 0.5552 -0.5670
C -0.7633 -2.4724 2.3090
C 0.4980 -2.6997 1.6973
C 0.8001 -1.2497 3.4562
C -0.5894 -1.5223 3.3485
C 1.4688 -1.9458 2.4155
C -2.0550 -3.0977 1.9645
H -1.9456 -3.8382 1.1655
H -2.7987 -2.3453 1.6561
H -2.4871 -3.6205 2.8342
C -1.6437 -0.9076 4.1702
H -2.6381 -1.1588 3.7803
H -1.5366 0.1862 4.1548
H -1.5822 -1.2308 5.2212
C 1.4012 -0.3539 4.4574
H 1.1384 -0.6709 5.4754
H 1.0441 0.6752 4.3261
H 2.4909 -0.3499 4.3766
C 2.9215 -1.9253 2.1493
H 3.4350 -2.7756 2.6279
H 3.3751 -1.0054 2.5363
H 3.1351 -1.9851 1.0727
C 0.7762 -3.5644 0.5283
H 1.1297 -4.5603 0.8435
H 1.5640 -3.1301 -0.1068
H -0.1228 -3.7148 -0.0844
C -1.5024 1.1922 -2.4353
C -2.0001 0.0283 -3.3435
C -1.0509 -0.8224 -4.1606
C 0.4454 -0.9964 -3.7813
C 0.9157 -0.8967 -2.3020
C 1.8499 0.3822 -2.0661
C 1.2062 1.8304 -2.1003
C -0.1007 1.8992 -2.9091
H -1.0536 -0.3833 -5.1721
H 1.0358 -0.3174 -4.4086
H -1.5111 -1.8142 -4.3023
H 0.1149 1.5441 -3.9264
H -2.1780 2.0505 -2.6458
H -2.7767 0.4047 -4.0272
H -0.3217 2.9704 -3.0288
H 1.1285 2.3398 -1.0892
H 2.4879 0.3809 -2.9641
H 1.9427 2.4807 -2.5928
H 0.7275 -1.9987 -4.1414
H 1.6011 -1.7502 -2.1434
P -3.1954 -0.6562 -2.0135
C -4.7928 -0.2381 -1.2453
C -2.6936 -2.3163 -1.4544
P 3.4358 0.3396 -0.8356
C -2.0795 0.5511 -1.1737
C 4.5136 -0.8885 -1.6499
C 4.2464 1.9140 -1.3138
H -4.5966 0.2968 -0.2970
H -5.3785 -1.1458 -1.0244
H -5.3790 0.4045 -1.9175
H -1.6004 -2.4235 -1.3945
H -3.0735 -3.0914 -2.1477
H -3.0943 -2.5412 -0.4546
H 4.0945 2.1938 -2.3682
H 5.3256 1.8199 -1.1112
H 3.8502 2.7118 -0.6615
H -2.5508 1.2425 -0.4559
H 0.0328 -1.1845 -1.6541
H 5.4997 -0.8447 -1.1610
H 4.6296 -0.7076 -2.7298
H 4.0821 -1.8873 -1.4891
F -0.7174 2.2521 3.9859
C -0.0151 3.0891 3.1626
F -0.1267 4.3360 3.6752
F 1.2901 2.7181 3.2370
C -0.5180 2.9570 1.6992
O -0.0078 1.8074 1.1286
C -2.0723 2.9731 1.7016
F -2.5756 3.7602 2.6796
F -2.5957 3.4000 0.5101
F -2.5399 1.6994 1.8950
C 0.0101 4.1428 0.8725
F -0.4687 5.3472 1.2652
F 1.3703 4.1887 0.9250
F -0.3249 3.9640 -0.4525
*
```

Formula: C39H32AuN3P2S
Source: the OMol25 dataset
Level of theory: wB97M-V/def2-TZVPD

The calculation puts the frontier orbital gap at 0.2986 hartree. Its energy above the lowest of the compared OMol25 structures with the same formula, charge and spin is 0.0 kcal per mole.

Geometry as ORCA input:
```
! wB97M-V def2-TZVPD RIJCOSX def2/J DEFGRID3
* xyz 0 1
Au -1.7958 0.7257 0.5190
N 0.3878 -1.2080 -1.4390
P -1.1396 -0.4785 -1.1875
C -2.2594 -1.9052 -1.4468
C -3.2313 -2.2278 -0.5056
C -4.0362 -3.3485 -0.6816
C -3.8773 -4.1494 -1.8008
C -2.9170 -3.8287 -2.7531
C -2.1157 -2.7125 -2.5764
C -1.3069 0.4940 -2.7120
C -0.1934 1.1849 -3.1869
C -0.3104 2.0084 -4.2982
C -1.5337 2.1424 -4.9389
C -2.6447 1.4566 -4.4659
C -2.5333 0.6349 -3.3529
P 1.7396 -0.8516 -0.5073
C 2.9574 -1.9376 -1.2948
C 4.0619 -1.3702 -1.9216
C 4.9996 -2.1830 -2.5454
C 4.8382 -3.5611 -2.5403
C 3.7400 -4.1321 -1.9100
C 2.8009 -3.3232 -1.2875
C 1.4140 -1.5708 1.1182
C 2.3609 -1.3578 2.1201
C 2.2023 -1.9398 3.3690
C 1.0985 -2.7424 3.6234
C 0.1610 -2.9718 2.6261
C 0.3213 -2.3949 1.3736
H 0.5693 -1.7281 -2.2858
H -3.3567 -1.5941 0.3645
H -4.7890 -3.5908 0.0577
H -4.5042 -5.0215 -1.9375
H -2.7991 -4.4460 -3.6347
H -1.3851 -2.4577 -3.3369
H 0.7614 1.0787 -2.6815
H 0.5555 2.5463 -4.6629
H -1.6218 2.7829 -5.8075
H -3.6006 1.5628 -4.9628
H -3.4032 0.1071 -2.9794
H 4.1724 -0.2932 -1.9043
H 5.8585 -1.7392 -3.0323
H 5.5720 -4.1939 -3.0235
H 3.6188 -5.2080 -1.8980
H 1.9515 -3.7713 -0.7840
H 3.2220 -0.7293 1.9197
H 2.9357 -1.7608 4.1444
H 0.9685 -3.1901 4.6007
H -0.6997 -3.5984 2.8230
H -0.4173 -2.5728 0.6014
S -4.3494 3.3867 3.2319
C -5.3770 2.8105 1.9954
C -4.7186 1.9834 1.1323
C -3.3403 1.7892 1.4507
C -3.0125 2.5007 2.5731
C -1.6646 2.5161 3.1592
C -1.2898 3.3032 4.2456
C 0.0107 3.2348 4.7134
C 0.9139 2.3936 4.0850
C 0.4663 1.6554 3.0031
N -0.7848 1.7046 2.5566
H -6.4151 3.1077 1.9668
H -5.2139 1.5225 0.2867
H -2.0139 3.9599 4.7111
H 0.3173 3.8418 5.5567
H 1.9445 2.3195 4.4034
H 1.1377 0.9948 2.4642
N 2.2236 0.5986 -0.5391
C 2.1973 1.7939 0.1601
C 1.1181 2.6782 0.0491
C 1.1262 3.9005 0.7046
C 2.2183 4.2848 1.4712
C 3.3089 3.4297 1.5651
C 3.3020 2.2023 0.9186
H 0.2672 2.3915 -0.5577
H 0.2670 4.5547 0.6152
H 2.2225 5.2385 1.9831
H 4.1765 3.7212 2.1454
H 4.1641 1.5469 0.9716
*
```

E_tot (eV)
-42475.413, -52384.726, -7356.891, -44123.372, -29170.489, -53462.344, -28676.285, -74778.846, -78539.601